{
  "formula": "C45H117CrN8O12",
  "method": "the ωB97M-V functional and the def2-TZVPD basis",
  "elements": ["Cr", "C", "C", "C", "C", "C", "C", "N", "O", "C", "C", "C", "H", "H", "H", "H", "H", "H", "H", "H", "H", "H", "H", "H", "H", "H", "H", "H", "H", "H", "C", "C", "C", "O", "C", "N", "H", "H", "H", "H", "H", "H", "H", "H", "H", "H", "H", "C", "C", "C", "O", "C", "N", "H", "H", "H", "H", "H", "H", "H", "H", "H", "H", "H", "C", "C", "C", "O", "C", "N", "H", "H", "H", "H", "H", "H", "H", "H", "H", "H", "H", "C", "C", "C", "O", "C", "N", "H", "H", "H", "H", "H", "H", "H", "H", "H", "H", "H", "C", "C", "C", "O", "C", "N", "H", "H", "H", "H", "H", "H", "H", "H", "H", "H", "H", "C", "C", "C", "O", "C", "N", "H", "H", "H", "H", "H", "H", "H", "H", "H", "H", "H", "C", "O", "C", "C", "N", "C", "C", "O", "C", "H", "H", "H", "H", "H", "H", "H", "H", "H", "H", "H", "H", "H", "H", "H", "C", "C", "O", "H", "H", "H", "H", "H", "H", "C", "C", "O", "H", "H", "H", "H", "H", "H", "C", "C", "O", "H", "H", "H", "H", "H", "H"],
  "positions_angstrom": [[4.6126, -0.7835, 0.2668], [-0.0763, 0.7675, 0.8454], [0.1103, -0.0183, -0.5030], [-1.0895, 0.5697, -1.3907], [-0.8539, 1.9239, -2.1179], [0.4441, 1.7690, -2.8138], [1.6521, 1.4170, -1.9261], [1.4386, 0.0971, -1.1745], [2.5481, -0.5477, -0.5042], [2.0304, 2.6564, -1.0226], [2.8463, 1.3083, -2.8427], [-0.2264, -1.5295, -0.2874], [-0.3176, 1.8277, 0.7686], [0.6935, 0.5874, 1.5957], [-0.9324, 0.2960, 1.3281], [-1.9421, 0.6885, -0.7220], [-1.4607, -0.1873, -2.0815], [-0.8160, 2.7381, -1.3941], [-1.6500, 2.2051, -2.8073], [0.6494, 2.7224, -3.3005], [0.2422, 0.9737, -3.5313], [1.2396, 3.0403, -0.3781], [2.2474, 3.5113, -1.6631], [2.8510, 2.5210, -0.3182], [3.8375, 1.0967, -2.4415], [2.8117, 2.2141, -3.4480], [2.6162, 0.5328, -3.5733], [0.6387, -2.0247, 0.1534], [-0.5175, -2.0285, -1.2118], [-1.1488, -1.6557, 0.2795], [-2.8605, 2.6812, 2.8863], [-2.9812, 3.2714, 4.3040], [-2.3351, 2.4691, 5.5302], [-3.0559, 1.3998, 5.9518], [-4.1202, 1.8180, 6.8052], [-2.4743, 4.6780, 4.1636], [-3.3598, 3.2745, 2.1203], [-3.3360, 1.7007, 2.9105], [-1.8280, 2.6978, 2.5371], [-4.0355, 3.4223, 4.5357], [-2.0010, 3.1088, 6.3472], [-1.4186, 1.9871, 5.1899], [-4.9819, 2.0257, 6.1708], [-3.9904, 2.7682, 7.3233], [-4.4197, 1.0196, 7.4841], [-2.9929, 5.2341, 3.4989], [-2.6412, 5.1436, 5.0442], [4.4680, 2.5135, 3.0840], [4.5807, 1.0913, 2.5337], [3.4406, 0.1530, 3.0330], [3.2940, -1.0257, 2.3048], [2.2572, -1.8704, 2.7585], [4.6137, 1.2414, 1.0283], [5.2458, 3.1443, 2.6536], [4.5093, 2.5646, 4.1721], [3.5377, 3.0168, 2.8209], [5.5143, 0.6653, 2.9011], [2.4735, 0.6520, 2.9730], [3.5255, -0.1979, 4.0615], [1.3187, -1.3194, 2.8200], [2.4563, -2.3175, 3.7324], [2.2328, -2.7377, 2.0987], [5.2399, 2.0263, 0.9193], [3.7258, 1.5821, 0.6882], [-7.1698, -3.0514, -1.5487], [-7.7790, -1.6978, -1.7420], [-6.7798, -0.5047, -1.9888], [-5.8190, -0.3913, -0.9489], [-4.7077, 0.3818, -1.3240], [-8.6869, -1.8281, -2.8365], [-7.7198, -3.9497, -1.2682], [-6.2371, -3.0856, -0.9856], [-6.8223, -3.3175, -2.5470], [-8.5567, -1.4878, -1.0077], [-7.3192, 0.4241, -2.1746], [-6.2986, -0.6142, -2.9607], [-4.0565, 0.5736, -0.4713], [-5.1988, 1.3467, -1.4507], [-4.1093, 0.1041, -2.1917], [-9.4131, -1.1355, -2.9508], [-9.2452, -2.6661, -2.9154], [5.4088, 4.3645, -2.1645], [5.9606, 3.0775, -1.7910], [7.3544, 2.9930, -2.3101], [7.7993, 1.6512, -2.1362], [9.2217, 1.5224, -2.1150], [6.1299, 3.1474, -0.3657], [5.9231, 5.3153, -2.0246], [4.3428, 4.4756, -1.9656], [5.2155, 4.3163, -3.2361], [5.1782, 2.3427, -1.9810], [8.0577, 3.7073, -1.8820], [7.2951, 3.2651, -3.3640], [9.5580, 0.5542, -1.7441], [9.7871, 2.1695, -1.4444], [9.6858, 1.6085, -3.0976], [7.0853, 3.4538, -0.2500], [5.7202, 4.0649, -0.2638], [6.5883, -0.9411, -3.4221], [5.7185, -1.1472, -2.2835], [5.5563, -2.5589, -1.7392], [4.7743, -2.7193, -0.5475], [4.9810, -4.0262, 0.0506], [6.0678, -0.3382, -1.1386], [7.6702, -1.0519, -3.3486], [6.5096, 0.0804, -3.7942], [6.3515, -1.6723, -4.1951], [4.7675, -0.7307, -2.6157], [6.5254, -3.0199, -1.5479], [5.1707, -3.2210, -2.5144], [6.0221, -4.2446, 0.2883], [4.6282, -4.9012, -0.4952], [4.5583, -4.0808, 1.0538], [7.0263, -0.5889, -0.9424], [6.1730, 0.6130, -1.4613], [-0.5063, 6.1739, -3.0631], [0.6725, 6.4337, -3.9580], [0.7734, 5.5324, -5.2598], [1.4084, 4.3136, -4.9836], [1.2622, 3.3066, -5.8807], [0.5125, 7.8314, -4.2673], [-0.9517, 6.9687, -2.4648], [-0.0981, 5.3857, -2.4304], [-1.3215, 5.7451, -3.6459], [1.6085, 6.2548, -3.4288], [1.4044, 6.0110, -6.0087], [-0.1468, 5.4402, -5.8368], [0.2512, 2.9004, -5.8482], [1.9561, 2.4729, -5.7736], [1.5033, 3.5529, -6.9147], [-0.2564, 7.9465, -4.9119], [1.3649, 8.1428, -4.7105], [-7.3257, -5.4873, 6.9212], [-6.6824, -4.3325, 6.3415], [-6.9617, -3.0707, 7.1648], [-6.2239, -1.8697, 6.4372], [-6.6601, -1.7224, 5.0111], [-5.8702, -0.6799, 4.4005], [-5.5287, -1.0710, 2.9548], [-4.7260, -2.2667, 3.1024], [-3.8055, -2.3583, 2.0379], [-7.6864, -6.0927, 6.0896], [-8.1409, -5.2378, 7.6004], [-6.7686, -6.0595, 7.6630], [-6.8358, -3.1575, 8.2441], [-8.0158, -2.8493, 6.9977], [-5.1738, -2.1593, 6.4769], [-6.3208, -0.9568, 7.0248], [-6.4492, -2.6056, 4.5689], [-4.8903, -0.5087, 4.8460], [-6.4611, 0.2345, 4.4531], [-4.9828, -0.2362, 2.5153], [-6.4179, -1.1161, 2.3260], [-3.4390, -3.3791, 2.1464], [-2.8722, -1.8200, 2.2032], [-4.3274, -2.1725, 1.0992], [0.2146, -6.2622, 1.8324], [0.8114, -5.2745, 0.8891], [1.9709, -5.9375, 0.3758], [-0.3806, -5.8344, 2.6391], [0.9425, -6.8070, 2.4336], [-0.4464, -7.0129, 1.3993], [1.0329, -4.2697, 1.2489], [0.1647, -5.1601, 0.0191], [2.2611, -5.4109, -0.3726], [1.0581, -3.0689, -4.1260], [2.4092, -2.4867, -3.9432], [2.6070, -2.6647, -2.5669], [0.9141, -4.0781, -3.7401], [0.9511, -3.1829, -5.2047], [0.3579, -2.2646, -3.9004], [2.5369, -1.4592, -4.2841], [3.1958, -2.9964, -4.4996], [2.3722, -1.8684, -2.0848], [-2.5276, -3.6876, -2.3900], [-2.9865, -4.3370, -1.1082], [-2.5576, -5.6953, -1.1173], [-2.8140, -2.6388, -2.3126], [-2.9791, -4.1258, -3.2800], [-1.4588, -3.6968, -2.6040], [-4.0728, -4.3106, -1.0224], [-2.4808, -3.9241, -0.2353], [-2.9395, -6.1348, -0.3541]],
  "orbital_gap_ev": [6.53, 6.23],
  "molar_mass_g_mol": 1014.471,
  "spin_multiplicity": 5,
  "s_squared": 6.012,
  "charge": 1
}